Record 1
Here is C5H13N2O as an isolated structure from the Open Molecules 2025 dataset. Energies are from ωB97M-V/def2-TZVPD.

## Properties
LUMO: -8.39 eV
HOMO energy: -13.5 eV
ΔE to the lowest compared entry with this formula, charge and spin: 726.2 kJ/mol
Energy: -382.5850 hartree

Geometry as ORCA input:
```
! RIJCOSX wB97M-V def2-TZVPD def2/J DEFGRID3
* xyz 1 1
N 1.24 0.13 1.98
C -0.51 1.70 1.19
C -1.38 0.88 0.26
N -0.88 -0.48 -0.05
C 0.78 -2.04 -1.00
C 0.23 -0.60 -1.05
C -0.31 -0.04 -2.35
O -1.45 -0.04 -2.67
H 0.53 1.09 1.61
H 2.15 0.56 2.20
H 0.94 -0.31 2.86
H -1.06 2.09 2.04
H -0.01 2.47 0.59
H -2.33 0.69 0.77
H -1.66 1.46 -0.62
H -0.50 -0.79 0.84
H 1.82 -2.01 -0.71
H 0.75 -2.50 -1.99
H 0.19 -2.65 -0.34
H 1.01 -0.03 -0.55
H 0.46 0.40 -3.02
*
```

---

Record 2
Here is a 8-piece molecular cluster, C46H105FN9O8P3 overall from the Open Molecules 2025 dataset. Energies are from ωB97M-V/def2-TZVPD.

## Properties
LUMO: 0.29 eV
HOMO energy: -6.4 eV
Energy: -4034.2291 hartree
SMILES string: CCCCCCCCCCCCCCCCCCP(CCC(N)=O)([PH2]=N)([C@@H](C)F)P(C)C.CN(C)C=O.CN(C)C=O.CN(C)C=O.CN(C)C=O.CN(C)C=O.CN(C)C=O.CN(C)C=O

Geometry as ORCA input:
```
! RIJCOSX wB97M-V def2-TZVPD def2/J DEFGRID3
* xyz 0 1
C -9.21 -9.88 -2.94
C -8.22 -9.43 -1.86
C -6.76 -9.50 -2.32
C -5.85 -8.56 -1.54
C -4.36 -8.85 -1.79
C -3.48 -7.56 -1.86
C -2.40 -7.56 -0.78
C -1.23 -6.65 -1.12
C -0.08 -6.79 -0.10
C 0.01 -5.55 0.83
C 1.02 -4.53 0.23
C 2.46 -5.01 0.54
C 3.21 -4.13 1.56
C 2.42 -3.78 2.83
C 2.76 -2.33 3.28
C 3.91 -2.27 4.29
C 3.99 -0.87 4.94
C 4.12 0.24 3.89
P 4.29 1.99 4.57
C 3.99 3.37 3.33
C 4.24 2.92 1.87
C 3.75 4.04 0.99
N 4.68 5.11 0.82
O 2.69 4.05 0.46
P 2.02 2.00 4.92
N 1.49 3.34 5.64
C 4.60 2.47 6.36
C 4.32 1.38 7.39
F 5.87 2.96 6.59
P 6.46 1.93 3.97
C 7.25 3.61 3.83
C 7.48 0.77 5.00
H -10.15 -10.15 -2.46
H -9.46 -9.06 -3.62
H -8.85 -10.76 -3.47
H -8.47 -8.41 -1.55
H -8.31 -10.09 -0.99
H -6.40 -10.53 -2.22
H -6.72 -9.25 -3.39
H -6.07 -8.72 -0.48
H -6.07 -7.52 -1.76
H -3.94 -9.47 -1.00
H -4.31 -9.35 -2.76
H -4.07 -6.66 -1.70
H -3.06 -7.49 -2.86
H -2.79 -7.24 0.19
H -2.03 -8.58 -0.66
H -0.83 -6.92 -2.10
H -1.53 -5.60 -1.19
H 0.88 -6.91 -0.60
H -0.20 -7.68 0.52
H -0.96 -5.10 1.02
H 0.46 -5.90 1.76
H 0.82 -4.47 -0.83
H 0.83 -3.57 0.70
H 3.03 -4.98 -0.39
H 2.44 -6.06 0.83
H 4.09 -4.70 1.88
H 3.59 -3.25 1.04
H 2.65 -4.43 3.67
H 1.34 -3.79 2.68
H 3.07 -1.72 2.43
H 1.87 -1.84 3.68
H 4.85 -2.50 3.79
H 3.73 -2.98 5.11
H 4.87 -0.88 5.58
H 3.12 -0.80 5.59
H 3.22 0.26 3.26
H 4.94 0.01 3.21
H 2.93 3.64 3.36
H 4.52 4.28 3.59
H 5.30 2.80 1.65
H 3.64 2.04 1.67
H 4.14 5.95 0.63
H 5.31 4.91 0.04
H 1.37 1.84 3.67
H 1.62 0.89 5.71
H 0.85 3.80 5.01
H 3.91 3.29 6.58
H 4.32 1.81 8.38
H 3.42 0.80 7.18
H 5.15 0.66 7.37
H 6.91 4.04 2.89
H 8.33 3.51 3.75
H 7.03 4.29 4.65
H 6.90 0.25 5.76
H 8.00 0.08 4.34
H 8.24 1.33 5.55
C -0.54 -4.15 7.50
N -0.09 -3.01 6.72
C -0.83 -2.65 5.52
C 0.97 -2.28 7.07
O 1.38 -1.31 6.45
H -0.51 -5.05 6.88
H -1.56 -3.99 7.85
H 0.11 -4.30 8.36
H -0.16 -2.69 4.66
H -1.21 -1.63 5.62
H -1.66 -3.33 5.37
H 1.46 -2.63 8.00
C 0.22 6.11 -3.31
N 0.77 6.86 -2.20
C 0.86 6.22 -0.90
C 1.19 8.13 -2.33
O 1.67 8.80 -1.44
H -0.80 5.80 -3.08
H 0.83 5.22 -3.48
H 0.21 6.71 -4.22
H 0.28 6.79 -0.17
H 1.90 6.20 -0.58
H 0.49 5.20 -0.95
H 1.08 8.52 -3.36
C -3.30 1.21 -3.80
N -2.91 2.60 -3.92
C -1.52 2.93 -4.20
C -3.79 3.61 -3.77
O -3.52 4.79 -3.85
H -2.73 0.74 -2.99
H -3.08 0.69 -4.73
H -4.36 1.13 -3.58
H -1.12 3.55 -3.40
H -1.47 3.50 -5.13
H -0.93 2.03 -4.30
H -4.81 3.26 -3.55
C 6.78 7.90 -1.89
N 7.78 7.25 -1.06
C 7.90 7.65 0.34
C 8.60 6.30 -1.54
O 9.45 5.72 -0.89
H 6.97 8.98 -1.92
H 5.78 7.74 -1.47
H 6.81 7.51 -2.90
H 8.91 8.01 0.53
H 7.73 6.78 0.98
H 7.18 8.42 0.57
H 8.42 6.07 -2.60
C -6.20 -2.11 -2.75
N -5.43 -3.32 -2.51
C -5.94 -4.59 -2.99
C -4.25 -3.30 -1.85
O -3.56 -4.28 -1.62
H -7.18 -2.21 -2.28
H -6.32 -1.97 -3.82
H -5.69 -1.25 -2.33
H -6.07 -5.27 -2.15
H -5.22 -5.04 -3.68
H -6.89 -4.44 -3.50
H -3.96 -2.29 -1.53
C -1.31 2.69 -9.66
N -0.45 2.86 -8.50
C 0.20 4.14 -8.29
C -0.24 1.87 -7.62
O 0.46 1.96 -6.63
H -0.73 2.86 -10.57
H -2.13 3.40 -9.63
H -1.72 1.68 -9.69
H 1.28 4.01 -8.27
H -0.12 4.55 -7.32
H -0.07 4.83 -9.08
H -0.78 0.94 -7.87
C -6.36 7.13 -1.23
N -7.07 5.97 -1.74
C -8.18 5.42 -0.98
C -6.73 5.39 -2.91
O -7.28 4.41 -3.39
H -5.93 6.89 -0.25
H -7.05 7.96 -1.12
H -5.56 7.41 -1.91
H -7.97 4.38 -0.72
H -9.08 5.45 -1.58
H -8.32 6.00 -0.07
H -5.87 5.88 -3.40
*
```

---

Record 3
Here is the molecule C4H8N2O from the Open Molecules 2025 dataset. Energies are from ωB97M-V/def2-TZVPD.

## Properties
LUMO (alpha / beta): 0.49 / 0.43 eV
HOMO energy (alpha / beta): -7.2 / -7.6 eV
ΔE to the lowest compared entry with this formula, charge and spin: 727.5 kJ/mol
Energy: -341.7265 hartree

Geometry as ORCA input:
```
! RIJCOSX wB97M-V def2-TZVPD def2/J DEFGRID3
* xyz 0 1
C 0.68 0.64 -0.87
C -0.53 -1.38 0.39
C 0.51 0.78 0.54
C 0.23 1.47 1.60
O 1.90 0.16 -1.35
N -0.40 -0.43 -1.07
N -1.46 -0.06 -1.64
H 2.34 -0.34 -0.65
H 0.38 1.49 -1.47
H -2.16 -0.80 -1.56
H -1.24 -1.01 1.13
H 0.42 -1.68 0.81
H -0.98 -2.25 -0.11
H 0.83 2.31 1.95
H -0.54 1.11 2.30
*
```

---

Record 4
Here is a 12-piece molecular cluster, C18H44N12O25 overall from the Open Molecules 2025 dataset. Energies are from ωB97M-V/def2-TZVPD.

## Properties
LUMO: -0.32 eV
HOMO energy: -9.5 eV
Energy: -3249.2850 hartree
SMILES string: O=C(O)CC[C@H]1CCC(=O)N1.C[N+](=O)[O-].C[N+](=O)[O-].C[N+](=O)[O-].C[N+](=O)[O-].C[N+](=O)[O-].C[N+](=O)[O-].C[N+](=O)[O-].C[N+](=O)[O-].C[N+](=O)[O-].C[N+](=O)[O-].C[N+](=O)[O-]

Geometry as ORCA input:
```
! RIJCOSX wB97M-V def2-TZVPD def2/J DEFGRID3
* xyz 0 1
O -5.32 0.18 2.98
C -5.67 -0.71 2.32
O -6.62 -1.62 2.73
C -5.09 -0.97 0.94
C -3.99 -2.07 1.06
C -2.72 -1.76 0.23
C -2.21 -0.32 0.34
C -0.70 -0.49 0.73
C -0.90 -1.68 1.68
O -0.54 -1.81 2.80
N -1.65 -2.56 0.90
H -6.14 -2.46 2.81
H -5.85 -1.35 0.24
H -4.73 -0.01 0.56
H -4.39 -3.04 0.78
H -3.68 -2.11 2.11
H -2.84 -2.10 -0.80
H -2.64 0.00 1.31
H -2.50 0.43 -0.39
H -0.37 0.46 1.14
H -0.09 -0.81 -0.11
H -1.99 -3.34 1.46
C -6.64 1.89 -1.99
N -6.42 0.42 -2.07
O -5.29 0.05 -2.31
O -7.38 -0.30 -1.90
H -5.70 2.39 -2.17
H -7.37 2.15 -2.75
H -7.02 2.11 -0.99
C 0.97 -0.10 -4.13
N 0.44 0.16 -2.77
O -0.73 -0.11 -2.55
O 1.21 0.62 -1.96
H 0.18 -0.51 -4.75
H 1.32 0.84 -4.54
H 1.79 -0.81 -4.03
C 1.96 -4.55 -3.60
N 2.82 -3.64 -4.41
O 2.78 -3.76 -5.61
O 3.51 -2.85 -3.79
H 1.41 -5.20 -4.27
H 2.61 -5.13 -2.95
H 1.28 -3.93 -3.02
C -3.70 -7.05 2.16
N -2.88 -6.16 1.28
O -2.99 -6.30 0.08
O -2.16 -5.36 1.84
H -4.29 -7.70 1.53
H -3.02 -7.61 2.78
H -4.34 -6.41 2.76
C 6.20 -1.45 -3.04
N 7.19 -2.41 -2.48
O 7.82 -3.09 -3.27
O 7.29 -2.45 -1.27
H 6.21 -1.52 -4.12
H 5.23 -1.72 -2.64
H 6.49 -0.45 -2.71
C 6.11 2.05 0.52
N 5.97 1.46 -0.83
O 4.89 1.00 -1.14
O 6.96 1.47 -1.55
H 5.16 1.96 1.04
H 6.87 1.49 1.04
H 6.39 3.09 0.40
C 1.78 0.44 3.62
N 2.63 1.34 2.80
O 2.55 1.25 1.59
O 3.36 2.11 3.39
H 1.18 -0.19 2.97
H 2.44 -0.17 4.24
H 1.14 1.07 4.24
C -4.51 0.78 5.99
N -4.11 0.46 7.39
O -4.41 -0.64 7.82
O -3.51 1.32 8.00
H -5.04 -0.07 5.58
H -5.16 1.65 6.04
H -3.61 0.99 5.43
C -2.08 3.11 -3.30
N -3.46 3.04 -2.76
O -4.36 3.47 -3.46
O -3.59 2.56 -1.65
H -2.11 3.55 -4.28
H -1.49 3.71 -2.62
H -1.70 2.09 -3.34
C 10.19 2.66 0.12
N 9.64 2.92 1.48
O 8.47 2.63 1.67
O 10.39 3.41 2.29
H 9.41 2.23 -0.50
H 10.52 3.61 -0.29
H 11.02 1.97 0.23
C -0.78 6.61 -0.03
N -0.98 5.96 -1.36
O -2.11 5.59 -1.64
O -0.01 5.84 -2.07
H -1.73 6.64 0.49
H -0.06 6.01 0.51
H -0.40 7.61 -0.22
*
```